Formula: C27H31BrN3
Source: the Open Molecules 2025 dataset
Level of theory: ωB97M-V with the def2-TZVPD basis set

```
62
Properties=species:S:1:pos:R:3:lowdin_charge:R:1
C 2.230 -1.517 2.921 -0.03
C 2.844 -0.771 1.741 -0.54
C 4.269 -0.379 2.126 -0.06
C 2.883 -1.615 0.474 -0.03
C 2.009 0.480 1.490 -0.14
N 2.562 1.687 1.762 0.14
C 1.658 2.703 1.517 -0.19
C 0.445 2.103 1.080 -0.14
C -0.667 2.951 0.931 -0.03
C -0.535 4.316 1.238 -0.07
C 0.687 4.860 1.670 -0.08
C 1.810 4.040 1.848 -0.01
C 0.685 0.665 1.069 -0.09
C -0.279 -0.436 0.683 -0.17
C -1.740 -0.188 1.098 -0.15
C -1.996 0.580 2.243 -0.04
C -3.300 0.865 2.651 -0.01
C -4.381 0.368 1.918 -0.27
C -5.792 0.712 2.273 -0.05
C -4.133 -0.478 0.834 -0.03
C -2.828 -0.769 0.430 -0.03
H 1.179 -1.779 2.763 0.08
H 2.790 -2.440 3.120 0.10
H 2.288 -0.889 3.818 0.10
H 4.769 0.201 1.344 0.10
H 4.300 0.174 3.071 0.09
H 4.859 -1.290 2.279 0.10
H 3.279 -1.020 -0.360 0.10
H 3.546 -2.481 0.617 0.10
H 1.890 -1.978 0.188 0.06
H 3.500 1.843 2.123 0.15
H -1.629 2.537 0.628 0.11
H -1.407 4.970 1.156 0.11
H 0.766 5.923 1.886 0.10
H 2.769 4.395 2.238 0.12
H 0.037 -1.319 1.269 0.14
H -1.152 0.984 2.809 0.13
H -3.464 1.495 3.528 0.13
H -6.473 0.134 1.643 0.08
H -6.005 0.479 3.320 0.09
H -6.018 1.773 2.122 0.09
H -4.982 -0.900 0.291 0.12
H -2.689 -1.443 -0.415 0.09
C 0.352 -3.191 -5.265 -0.04
N 0.161 -1.845 -4.763 -0.18
C -0.085 -0.924 -5.857 -0.10
C 0.069 -1.525 -3.444 -0.22
C 0.457 -0.228 -2.971 -0.49
Br 1.577 0.972 -4.002 0.84
C 0.253 0.139 -1.664 -0.04
N -0.179 -0.766 -0.731 -0.01
C -0.492 -2.029 -1.143 -0.03
C -0.363 -2.443 -2.455 0.05
H 0.679 -3.883 -4.488 0.09
H -0.577 -3.558 -5.723 0.10
H 1.111 -3.151 -6.057 0.10
H -0.393 0.062 -5.508 0.05
H 0.825 -0.836 -6.469 0.10
H -0.873 -1.356 -6.496 0.11
H 0.440 1.151 -1.332 0.13
H -0.902 -2.678 -0.366 0.15
H -0.644 -3.461 -2.703 0.12
```

Values from the calculation:
Total charge: +1
Maximum force, eV/Å: 2.125
E_HOMO, eV: -10.4
Structure (SMILES): Cc1ccc([C@H](c2c(C(C)(C)C)[nH]c3ccccc23)[n+]2ccc(N(C)C)c(Br)c2)cc1
2S+1: 1
HOMO-LUMO gap, Eh: 0.265

Formula: C31H57N2O2P2Pb
Source: the Open Molecules 2025 dataset
Level of theory: ωB97M-V with the def2-TZVPD basis set

```
95
Properties=species:S:1:pos:R:3:lowdin_charge:R:1
C -1.173 -2.127 -1.348 -0.30
C 1.022 -1.268 -1.217 -0.25
C -0.720 -3.306 -1.934 0.01
C 1.517 -2.485 -1.732 0.00
C 0.640 -3.503 -2.106 0.01
H -1.464 -4.056 -2.230 0.14
H 2.588 -2.522 -2.090 0.15
H 1.049 -4.405 -2.568 0.14
N -0.310 -1.206 -0.852 0.01
P -3.075 -0.922 0.319 1.03
P 2.890 0.995 -0.236 1.39
C -2.698 -1.938 -1.182 -0.22
H -3.171 -1.467 -2.105 0.12
H -3.181 -2.954 -1.108 0.09
C -0.517 3.306 2.119 -0.02
O 0.079 4.256 2.452 0.08
C 1.918 -0.046 -1.541 -0.22
H 2.758 -0.487 -2.144 0.10
C 4.282 1.699 -1.471 -0.61
C 3.634 0.670 1.633 -0.61
C -4.254 0.456 -0.130 -0.71
C -3.672 -2.271 1.531 -0.67
C 3.899 3.171 -1.564 -0.08
H 4.018 3.725 -0.622 0.10
H 4.532 3.657 -2.317 0.12
H 2.848 3.269 -1.878 0.04
C 5.689 1.455 -0.949 -0.08
H 5.911 1.921 0.014 0.07
H 5.902 0.382 -0.887 0.08
H 6.391 1.871 -1.685 0.12
C 4.193 1.107 -2.884 -0.09
H 4.576 1.863 -3.597 0.12
H 4.783 0.177 -3.053 0.12
H 3.145 0.879 -3.125 0.01
C 4.208 2.001 2.186 -0.06
H 3.412 2.756 2.305 0.09
H 4.648 1.830 3.192 0.12
H 5.003 2.455 1.564 0.07
C 2.534 0.181 2.586 -0.13
H 1.733 0.925 2.740 0.05
H 2.080 -0.769 2.251 0.06
H 2.973 -0.019 3.593 0.12
C 4.690 -0.432 1.549 -0.08
H 5.538 -0.172 0.901 0.06
H 5.102 -0.628 2.559 0.12
H 4.228 -1.362 1.177 0.10
C -4.006 -1.573 2.855 -0.07
H -4.437 -2.322 3.532 0.11
H -3.110 -1.158 3.341 0.07
H -4.741 -0.764 2.741 0.08
C -2.513 -3.252 1.735 -0.08
H -2.207 -3.743 0.805 0.08
H -1.634 -2.768 2.185 0.05
H -2.852 -4.035 2.424 0.11
C -4.883 -3.021 0.969 -0.06
H -5.109 -3.841 1.663 0.11
H -5.775 -2.392 0.898 0.07
H -4.694 -3.468 -0.013 0.08
C -3.927 0.942 -1.556 -0.08
H -4.224 0.213 -2.325 0.09
H -4.472 1.878 -1.761 0.12
H -2.857 1.157 -1.668 0.04
C -4.043 1.633 0.851 -0.10
H -3.031 2.064 0.768 0.01
H -4.751 2.436 0.599 0.12
H -4.213 1.344 1.897 0.09
C -5.712 -0.019 -0.081 -0.07
H -5.877 -0.899 -0.717 0.09
H -6.044 -0.236 0.944 0.09
H -6.359 0.788 -0.464 0.11
Pb -0.843 0.581 1.017 1.26
N 0.183 1.651 -0.760 0.01
C 0.933 1.265 -1.753 -0.31
C 0.619 1.912 -3.137 -0.52
C 1.536 1.758 -4.351 -0.04
C -0.725 1.286 -3.500 -0.02
C 0.513 3.392 -2.787 -0.03
H 2.528 2.250 -4.259 0.08
H 1.647 0.710 -4.687 0.11
H 1.069 2.303 -5.197 0.12
H -1.474 1.533 -2.730 0.06
H -1.111 1.657 -4.458 0.12
H -0.641 0.189 -3.568 0.10
H -0.006 3.956 -3.559 0.11
H -0.035 3.492 -1.833 0.09
H 1.503 3.853 -2.667 0.08
C -0.856 -2.541 5.327 -0.06
C -0.381 -1.265 4.603 -0.28
O -0.141 -1.488 3.175 -0.26
H -1.745 -2.981 4.830 0.07
H -1.121 -2.267 6.366 0.10
H -0.031 -3.297 5.359 0.10
H -1.163 -0.468 4.641 0.12
H 0.535 -0.871 5.060 0.11
H 0.504 -2.236 3.129 0.11
```

Values from the calculation:
Total charge: +3
Maximum force, eV/Å: 6.005
E_HOMO (spin up / spin down), eV: -17.0 / -16.9
2S+1: 1
HOMO-LUMO gap (spin up / spin down), Eh: 0.234 / 0.214

Formula: C4H14N3O
Source: the Open Molecules 2025 dataset
Level of theory: ωB97M-V with the def2-TZVPD basis set

```
22
Properties=species:S:1:pos:R:3:mulliken_spin:R:1
C -1.395 -0.273 -0.757 0.05
N -1.983 0.734 -1.612 0.76
C -1.382 2.057 -1.393 0.05
O -1.891 2.957 -2.317 0.02
H -0.386 -0.474 -1.126 0.00
H -2.012 -1.174 -0.743 0.01
H -1.322 -0.013 0.319 0.05
H -2.972 0.943 -1.391 -0.01
H -1.573 2.464 -0.390 0.05
H -0.274 1.950 -1.452 0.02
H -1.774 2.584 -3.203 -0.01
C 1.471 -2.724 1.681 0.00
N 1.659 0.894 0.822 0.00
C 1.797 -0.322 1.297 0.00
N 1.076 -1.392 1.127 0.00
H 0.722 -2.999 2.412 0.00
H 2.424 -2.588 2.176 0.00
H 1.578 -3.429 0.863 0.00
H 0.872 1.141 0.253 0.00
H 2.363 1.580 1.048 0.00
H 2.677 -0.415 1.935 0.00
H 0.324 -1.500 0.450 0.00
```

Values from the calculation:
Relative energy (zero: lowest compared OMol25 entry of this formula, charge and spin), kcal/mol: 50.6
Total charge: +2
Maximum force, eV/Å: 5.252
E_HOMO (spin up / spin down), eV: -18.8 / -18.8
2S+1: 2
HOMO-LUMO gap (spin up / spin down), Eh: 0.445 / 0.226